# 1
{
  "formula": "C2H8NO3PS2",
  "method": "ωB97M-V with the def2-TZVPD basis set",
  "homo_energy_ev": -9.2,
  "orbital_gap_ev": 9.5,
  "de_lowest_kj_mol": 19.7,
  "lumo_ha": 0.014,
  "species": ["C", "C", "N", "O", "O", "O", "P", "S", "S", "H", "H", "H", "H", "H", "H", "H", "H"],
  "xyz": [[0.7369, 2.4900, -0.6430], [-1.5886, -2.5640, -0.0482], [1.7214, -0.9884, 1.8431], [3.0057, -1.6959, -0.3623], [0.3529, -0.1241, -0.6690], [1.0690, -3.1443, 0.2461], [1.8593, -1.7707, 0.5497], [1.4548, 0.7851, -1.0609], [-0.3958, -3.2655, 1.0773], [1.6406, 3.2454, -0.4957], [0.1457, 2.3013, 0.3567], [0.0076, 2.6792, -1.4747], [-1.4477, -2.8868, -1.0804], [-1.3551, -1.5256, -0.2263], [-2.6071, -2.7326, 0.5226], [0.8206, -0.7809, 2.2121], [2.1235, 0.7602, 0.0901]],
  "atomic_forces_ev_per_a": [[0.54, -0.47, 1.13], [-0.66, 0.41, 0.37], [0.34, 0.32, -0.30], [-0.44, 0.11, 0.19], [-1.24, -1.90, -0.11], [-0.45, 1.14, 0.09], [0.97, -0.66, -0.63], [0.02, 2.46, 0.24], [-0.36, -0.77, 0.48], [-2.19, -1.44, -0.54], [1.27, 0.52, -1.96], [0.91, 0.33, 0.83], [-0.72, -1.18, 0.21], [-0.39, 0.72, 0.80], [1.92, 0.27, -1.62], [-0.60, -0.20, 0.45], [1.08, 0.36, 0.37]]
}

# 2
{
  "formula": "C30H33ClNO5S",
  "method": "ωB97M-V with the def2-TZVPD basis set",
  "homo_energy_ev": -3.2,
  "orbital_gap_ev": 4.0,
  "de_lowest_kj_mol": 61.5,
  "lumo_ha": 0.029,
  "total_charge": -1,
  "species": ["O", "N", "O", "C", "C", "C", "C", "S", "C", "Cl", "O", "O", "C", "C", "H", "H", "H", "H", "H", "C", "C", "C", "C", "C", "C", "C", "C", "C", "C", "C", "C", "C", "C", "C", "C", "C", "C", "C", "C", "C", "C", "C", "O", "H", "H", "H", "H", "H", "H", "H", "H", "H", "H", "H", "H", "H", "H", "H", "H", "H", "H", "H", "H", "H", "H", "H", "H", "H", "H", "H", "H"],
  "xyz": [[3.7750, -9.6661, 1.5201], [2.5743, -9.3199, 1.6158], [1.6326, -10.1466, 1.6301], [2.2696, -7.9327, 1.7219], [0.9348, -7.5133, 1.8568], [0.6419, -6.1527, 1.9885], [1.6687, -5.1906, 1.9839], [1.2866, -3.4254, 2.3430], [1.2001, -2.5419, 0.8432], [0.4476, -1.1017, 0.6690], [-0.0345, -3.4759, 2.9512], [2.4174, -2.9661, 3.1223], [3.0028, -5.6243, 1.8764], [3.3054, -6.9827, 1.7389], [0.1416, -8.2555, 1.8508], [-0.3967, -5.8537, 2.1026], [1.4330, -3.0526, -0.0855], [3.8201, -4.9086, 1.9049], [4.3339, -7.3183, 1.6400], [2.2846, 0.8117, -4.4732], [2.4455, 1.9838, -3.4907], [3.7485, 1.7916, -2.7149], [2.5594, 3.2818, -4.3023], [1.2291, 2.0269, -2.5448], [1.3236, 1.7302, -1.2104], [0.1966, 1.6920, -0.3461], [0.3518, 1.3402, 1.0454], [-0.6599, 1.6071, 1.9861], [-0.5006, 1.6572, 3.3607], [-1.5660, 1.9402, 4.2921], [-1.2984, 1.9219, 5.6870], [-2.3285, 2.0647, 6.6081], [-3.6466, 2.2624, 6.1680], [-3.9211, 2.3583, 4.7975], [-2.8987, 2.2140, 3.8630], [-1.0633, 2.0687, -0.8944], [-1.2547, 2.3426, -2.2252], [-2.6559, 2.6028, -2.8223], [-2.6784, 3.9128, -3.6185], [-3.7308, 2.6919, -1.7365], [-3.0299, 1.4527, -3.7696], [-0.1002, 2.2642, -3.1252], [-0.2539, 2.3854, -4.3605], [1.3791, 0.9625, -5.0711], [3.1599, 0.7567, -5.1348], [2.1880, -0.1295, -3.9167], [3.9090, 2.6206, -2.0150], [3.7408, 0.8462, -2.1607], [4.5945, 1.7653, -3.4148], [2.6796, 4.1387, -3.6290], [3.4295, 3.2244, -4.9694], [1.6559, 3.4245, -4.9018], [2.3028, 1.5656, -0.7494], [1.3329, 1.0232, 1.4160], [-1.6482, 1.8263, 1.5871], [0.5097, 1.5049, 3.7597], [-0.2640, 1.7854, 6.0117], [-2.1073, 2.0017, 7.6710], [-4.4554, 2.3406, 6.8910], [-4.9394, 2.5274, 4.4516], [-3.1182, 2.3102, 2.7971], [-1.9117, 2.1623, -0.2162], [-1.9562, 3.8642, -4.4375], [-3.6813, 4.0767, -4.0329], [-2.4211, 4.7558, -2.9678], [-3.7969, 1.7542, -1.1716], [-3.5256, 3.5228, -1.0499], [-4.7097, 2.8722, -2.2031], [-3.0130, 0.5013, -3.2241], [-4.0355, 1.6179, -4.1786], [-2.3047, 1.4015, -4.5879]],
  "atomic_forces_ev_per_a": [[-2.13, 0.68, 0.15], [0.66, -2.92, -0.19], [1.64, 1.54, -0.04], [-0.42, 2.04, 0.30], [0.36, 0.10, -0.09], [0.33, -0.06, -0.14], [0.25, -0.35, -0.09], [-0.76, 1.07, -2.38], [2.03, -3.95, 0.44], [-1.95, 0.90, -0.08], [0.24, 0.03, 0.84], [-0.02, -0.38, 0.79], [-0.31, -0.22, -0.16], [-0.36, -0.11, -0.09], [0.17, 0.16, 0.03], [0.26, 0.16, 0.00], [0.22, -0.14, 0.40], [-0.27, 0.00, 0.05], [-0.22, 0.08, 0.06], [-0.24, -0.08, 0.06], [-0.11, 0.07, 0.07], [0.03, -0.05, 0.03], [-0.18, 0.11, 0.01], [0.45, -0.41, 0.59], [0.68, 0.13, -0.83], [0.19, -0.26, 2.66], [1.12, 1.81, -2.56], [-0.88, 0.04, 2.42], [0.66, -0.07, -2.43], [-1.08, 0.39, 0.84], [-0.19, -0.02, -0.85], [-0.37, 0.06, -0.25], [0.39, -0.06, -0.11], [0.37, -0.07, 0.06], [0.59, -0.16, 0.51], [-0.79, 0.37, -0.73], [-0.31, -0.29, 0.90], [0.20, 0.05, 0.06], [0.18, 0.11, -0.06], [-0.01, -0.03, 0.03], [0.22, -0.16, -0.02], [-0.25, 0.00, -1.02], [0.19, -0.03, 0.84], [0.28, -0.13, 0.07], [-0.15, -0.03, 0.12], [0.08, 0.10, -0.17], [0.04, -0.16, -0.04], [0.08, 0.15, -0.04], [-0.18, 0.02, 0.12], [0.04, -0.04, -0.13], [-0.11, 0.05, 0.13], [0.24, 0.05, 0.09], [-0.38, -0.16, -0.22], [-0.34, 0.60, -0.24], [0.23, -0.16, 0.18], [-0.41, -0.12, -0.04], [-0.35, -0.08, -0.03], [-0.09, 0.06, -0.16], [0.15, 0.02, -0.12], [0.20, 0.01, 0.11], [0.01, -0.12, 0.44], [0.23, -0.21, -0.34], [-0.17, 0.09, 0.14], [0.13, 0.02, 0.08], [-0.07, -0.01, -0.09], [-0.04, 0.18, -0.01], [-0.07, -0.16, -0.01], [0.24, -0.03, 0.08], [-0.08, 0.09, -0.13], [0.15, -0.06, 0.07], [-0.24, -0.05, 0.13]]
}

# 3
{
  "formula": "C37H54MgN3OP2",
  "method": "ωB97M-V with the def2-TZVPD basis set",
  "homo_energy_ev": -9.7,
  "orbital_gap_ev": 7.3,
  "lumo_ha": -0.086,
  "total_charge": 1,
  "species": ["C", "C", "C", "C", "C", "H", "H", "H", "N", "P", "P", "C", "H", "H", "C", "O", "C", "H", "C", "C", "C", "C", "C", "H", "H", "H", "C", "H", "H", "H", "C", "H", "H", "H", "C", "H", "H", "H", "C", "H", "H", "H", "C", "H", "H", "H", "C", "H", "H", "H", "C", "H", "H", "H", "C", "H", "H", "H", "C", "H", "H", "H", "C", "H", "H", "H", "C", "H", "H", "H", "Mg", "N", "C", "C", "C", "C", "C", "H", "C", "H", "C", "H", "H", "H", "N", "C", "C", "C", "C", "C", "C", "H", "H", "H", "H", "H", "H", "H"],
  "xyz": [[2.1343, -1.6804, -0.6129], [0.5837, -0.7078, -2.0581], [2.8317, -2.2498, -1.6808], [1.1614, -1.3595, -3.1498], [2.3189, -2.1128, -2.9678], [3.7303, -2.8247, -1.4641], [0.6941, -1.2488, -4.1320], [2.7973, -2.5939, -3.8195], [1.1254, -0.8120, -0.8126], [1.1140, -1.7928, 1.9975], [-0.7519, 1.7597, -1.5385], [2.5072, -2.0743, 0.8171], [2.8037, -3.1354, 0.8399], [3.3969, -1.5065, 1.1357], [-1.3399, 0.5299, 2.8055], [-2.2420, 0.6322, 3.4991], [-0.6717, 0.0679, -2.2410], [-1.0907, 0.0281, -3.2381], [-2.5582, 2.3324, -1.7443], [0.3983, 2.7714, -2.6594], [0.1949, -3.4521, 1.8958], [2.0141, -1.4763, 3.6298], [-3.2726, 2.0717, -0.4024], [-2.7319, 2.5318, 0.4372], [-4.2797, 2.5148, -0.4533], [-3.3776, 1.0031, -0.1865], [-2.6163, 3.8431, -2.0142], [-2.0805, 4.4161, -1.2466], [-2.2299, 4.1140, -3.0033], [-3.6726, 4.1498, -1.9811], [-3.2865, 1.5740, -2.8596], [-4.3120, 1.9717, -2.9160], [-2.8298, 1.7162, -3.8460], [-3.3537, 0.4994, -2.6502], [0.6075, 4.1271, -1.9301], [0.4435, 4.0549, -0.8421], [1.6443, 4.4661, -2.0744], [-0.0575, 4.9092, -2.3191], [1.7639, 2.0678, -2.8076], [2.2216, 1.7904, -1.8485], [1.6918, 1.1664, -3.4277], [2.4494, 2.7694, -3.3064], [-0.2168, 2.9407, -4.0668], [-1.0514, 2.2587, -4.2761], [-0.5507, 3.9724, -4.2383], [0.5534, 2.7306, -4.8241], [0.9462, -1.2180, 4.7049], [1.4507, -0.8545, 5.6136], [0.2147, -0.4576, 4.3878], [0.3999, -2.1326, 4.9724], [2.8860, -0.2149, 3.4760], [3.7094, -0.3601, 2.7632], [2.3041, 0.6675, 3.1780], [3.3386, 0.0067, 4.4546], [2.9194, -2.6435, 4.0378], [3.5833, -2.2924, 4.8433], [2.3565, -3.4915, 4.4440], [3.5587, -2.9915, 3.2137], [-0.2549, -3.7143, 0.4462], [-0.6228, -4.7493, 0.3783], [-1.0740, -3.0431, 0.1608], [0.5585, -3.6012, -0.2798], [-1.0672, -3.3511, 2.7700], [-1.7287, -2.5470, 2.4174], [-1.6137, -4.3027, 2.6906], [-0.8361, -3.1825, 3.8286], [1.0627, -4.6370, 2.3384], [2.0028, -4.7049, 1.7769], [1.2787, -4.6245, 3.4112], [0.4943, -5.5571, 2.1345], [-0.0819, 0.1702, 0.8206], [-1.7993, -0.7366, 0.0497], [-1.9244, -0.9574, -1.1482], [-2.7378, -1.8580, -1.9795], [-3.8414, -2.3635, -1.2928], [-2.4797, -2.2521, -3.2980], [-4.7607, -3.1862, -1.9442], [-3.9493, -2.0785, -0.2413], [-3.3959, -3.0832, -3.9535], [-1.5709, -1.9300, -3.8091], [-4.5420, -3.5377, -3.2833], [-5.6384, -3.5415, -1.3984], [-3.2126, -3.3770, -4.9908], [-5.2614, -4.1715, -3.7996], [1.4834, 1.7038, 0.8246], [1.6859, 2.8592, 1.6852], [2.6512, 3.8155, 1.3319], [2.8792, 4.9030, 2.1794], [2.1656, 5.0235, 3.3772], [1.1957, 4.0718, 3.7109], [0.9357, 2.9995, 2.8467], [1.4338, 2.0164, -0.1539], [2.3123, 1.1028, 0.8222], [3.2133, 3.6991, 0.3976], [3.6214, 5.6561, 1.9054], [2.3643, 5.8595, 4.0493], [0.6374, 4.1590, 4.6440], [0.1418, 2.2768, 3.0674]],
  "atomic_forces_ev_per_a": [[0.48, 0.06, -0.37], [-0.35, 0.62, -0.15], [-0.23, -0.14, 0.44], [0.33, -0.53, -0.13], [-0.36, 0.42, -0.11], [-0.28, -0.04, -0.17], [0.25, -0.09, 0.33], [-0.04, 0.12, 0.21], [-0.56, -0.41, -0.12], [0.23, -0.18, -0.08], [0.04, -0.58, 0.35], [0.25, 0.30, -0.27], [-0.07, 0.42, -0.15], [-0.32, -0.14, -0.03], [-2.87, 0.42, 1.49], [2.33, -0.33, -1.58], [-0.97, -0.83, 0.76], [0.38, -0.06, -0.37], [0.39, -0.18, -0.12], [-0.62, 0.01, 0.29], [0.16, 0.06, 0.39], [-0.28, -0.49, -0.26], [-0.13, -0.04, 0.00], [-0.13, 0.01, -0.20], [0.25, -0.10, 0.06], [0.01, 0.28, -0.08], [-0.10, 0.08, -0.02], [-0.13, -0.10, -0.16], [-0.08, -0.08, 0.29], [0.25, -0.04, 0.00], [-0.33, 0.11, 0.03], [0.19, -0.17, -0.05], [-0.14, -0.05, 0.23], [-0.03, 0.32, -0.10], [0.25, 0.15, -0.13], [0.04, 0.03, -0.30], [-0.26, 0.04, -0.02], [0.19, -0.24, 0.18], [-0.13, 0.05, -0.08], [-0.02, -0.01, -0.20], [0.05, 0.25, 0.22], [-0.15, -0.18, 0.11], [0.42, 0.15, -0.48], [0.33, 0.24, 0.11], [0.00, -0.33, 0.01], [-0.22, 0.11, 0.10], [0.14, 0.00, 0.23], [-0.23, -0.06, -0.18], [0.33, -0.23, 0.18], [0.19, 0.30, -0.07], [-0.09, 0.00, -0.05], [-0.19, 0.07, 0.20], [0.09, -0.19, 0.07], [-0.12, -0.04, -0.27], [0.27, 0.06, 0.45], [-0.09, -0.14, -0.18], [0.20, 0.29, -0.17], [-0.19, 0.07, 0.23], [-0.08, 0.28, -0.12], [0.10, 0.28, 0.06], [0.25, -0.12, 0.04], [-0.12, -0.13, 0.08], [-0.01, -0.11, 0.01], [0.14, -0.18, 0.04], [0.05, 0.26, 0.06], [-0.09, -0.12, -0.26], [-0.23, -0.22, 0.16], [-0.18, -0.03, 0.18], [-0.05, -0.05, -0.34], [0.19, 0.18, 0.05], [-0.19, -0.09, -1.05], [-0.19, -0.48, -0.34], [2.41, 1.63, 0.01], [-0.23, -0.31, 0.32], [-0.52, -0.25, -0.16], [-0.26, -0.01, 0.03], [0.23, 0.05, -0.05], [-0.12, -0.12, -0.44], [-0.03, 0.00, 0.29], [-0.38, -0.05, 0.14], [0.20, 0.22, 0.16], [0.28, 0.04, -0.29], [-0.08, 0.07, 0.40], [0.19, 0.15, 0.09], [0.28, -0.17, -0.11], [0.41, 0.27, -0.17], [-0.22, 0.03, 0.38], [-0.07, -0.15, -0.09], [-0.14, -0.29, -0.06], [0.10, 0.03, -0.21], [0.09, 0.20, 0.08], [-0.28, -0.05, 0.50], [0.05, 0.22, 0.29], [-0.20, 0.06, 0.39], [-0.24, -0.26, 0.11], [-0.08, -0.26, -0.21], [0.13, 0.03, -0.30], [0.52, 0.39, 0.02]]
}

# 4
{
  "formula": "C5H7OP",
  "method": "ωB97M-V with the def2-TZVPD basis set",
  "homo_energy_ev": [-8.4, -8.4],
  "smiles": "CC1=C2OP2CC1",
  "orbital_gap_ev": [8.5, 8.5],
  "de_lowest_kj_mol": 381.4,
  "lumo_ha": [0.004, 0.004],
  "species": ["C", "C", "C", "C", "C", "O", "P", "H", "H", "H", "H", "H", "H", "H"],
  "xyz": [[0.4293, -0.6768, -0.3197], [1.0794, -0.8151, -1.4472], [0.3395, 0.8115, 0.0819], [0.2496, 1.4866, -1.2692], [-0.1745, -1.7332, 0.5645], [0.8725, -0.8118, -3.0216], [1.6012, 0.6362, -2.4396], [-0.5567, 0.9027, 0.7533], [1.2085, 1.1668, 0.6528], [-0.6262, 1.1171, -1.7012], [0.3452, 2.6495, -1.4102], [0.2081, -1.5215, 1.5073], [-0.0735, -2.7141, 0.0877], [-1.3293, -1.5567, 0.4503]],
  "atomic_forces_ev_per_a": [[-0.24, -0.59, 1.24], [1.27, 1.93, -5.33], [0.56, -0.39, 1.00], [1.74, 2.37, -1.50], [-3.32, 0.76, -3.73], [0.14, -0.60, 3.43], [-1.16, -0.72, 1.94], [0.64, 0.25, -0.69], [-0.12, -0.16, 0.09], [-1.78, -0.06, -1.00], [-0.42, -2.16, 0.79], [0.28, -0.51, 1.98], [0.58, 0.07, 0.79], [1.82, -0.20, 1.00]]
}